Density functional theory data (the ωB97M-V functional and the def2-TZVPD basis) for a molecular structure, C22H49ClInN2O5P2S2Si2 at a distorted geometry.

Structure (XYZ):
```
86
Properties=species:S:1:pos:R:3:mulliken_charge:R:1
C 2.7566 3.3465 -0.4921 -1.039
C 2.1332 3.8314 -1.7931 -0.690
C 1.0171 2.8624 -2.2596 -0.310
C -0.3583 3.5100 -2.0706 0.462
C -1.5037 2.7505 -2.7793 -1.417
C -2.4398 2.0274 -1.8346 -0.921
C -1.7086 1.0194 -0.9411 -0.063
C -2.3228 1.0374 0.5139 -1.095
N -1.2599 0.9063 1.4384 0.935
C -1.3626 1.5829 2.7258 -0.325
C -2.7826 1.7986 3.2303 -1.297
C -3.3968 3.1460 2.9352 -0.297
C -2.6305 4.2941 3.6023 -1.031
C -1.8659 5.2285 2.6657 -1.019
C -1.1823 4.5955 1.4590 0.830
C -0.9769 5.5830 0.2931 -0.447
C -2.2220 5.6227 -0.5804 -1.084
C -0.5617 -0.3399 1.4722 -0.052
S -1.3530 -1.7539 1.3843 0.096
S 1.1123 -0.1405 1.7446 0.230
C 1.7339 -1.8179 2.0217 -1.199
C 1.9714 -2.5432 0.6868 0.003
C 3.0531 -3.6379 0.8043 -0.956
Si 2.5659 -5.1641 -0.2058 -0.128
O 1.2595 -4.8444 -1.1271 0.134
Si -0.3261 -5.3139 -0.8169 0.429
C -1.1392 -5.6744 -2.4551 -0.578
C -0.4596 -6.8617 -3.0632 -0.185
N 0.1330 -6.7690 -4.1756 -0.561
P 2.5263 -6.9260 1.2133 0.412
O 1.3841 -6.6623 2.3346 -0.437
Cl 1.8309 -8.4833 0.1161 -0.145
P 4.2069 -5.6429 -1.7552 0.773
O 3.6856 -5.2199 -3.0446 -0.679
O 4.4472 -7.2889 -1.7855 -0.441
O 5.6406 -4.8348 -1.4456 -0.451
H 3.3782 2.4772 -0.6814 0.357
H 1.9774 3.0638 0.2165 0.060
H 3.3662 4.1117 -0.0276 0.386
H 1.6864 4.8056 -1.6326 0.360
H 2.8762 3.9015 -2.5759 0.417
H 1.1390 2.6317 -3.3102 0.432
H 1.0832 1.9619 -1.6506 0.019
H -0.3067 4.5076 -2.4871 1.082
H -0.5798 3.6045 -1.0058 -0.969
H -2.1083 3.5167 -3.2621 0.401
H -1.1306 2.1151 -3.5744 0.443
H -2.9689 2.7869 -1.2620 0.525
H -3.2182 1.5085 -2.3926 0.481
H -1.7891 0.0261 -1.3690 0.682
H -0.6558 1.2728 -0.8980 -0.192
H -3.0492 0.2322 0.5586 0.596
H -2.8418 1.9754 0.6424 0.039
H -0.8049 2.5353 2.6800 0.189
H -0.7849 0.9778 3.4233 0.702
H -3.4287 0.9645 2.9617 0.404
H -2.6819 1.7443 4.3154 0.498
H -4.3992 3.1238 3.3548 0.441
H -3.5408 3.3388 1.8755 0.343
H -1.9720 3.9113 4.3810 0.494
H -3.3550 4.8957 4.1399 0.402
H -1.0741 5.6813 3.2575 0.287
H -2.4869 6.0655 2.3616 0.492
H -0.1890 4.2461 1.7666 0.477
H -1.7086 3.7285 1.0531 -0.774
H -0.1268 5.2198 -0.2750 -0.174
H -0.7496 6.5581 0.7071 0.566
H -2.0486 6.2817 -1.4233 0.413
H -2.4096 4.6326 -0.9897 0.029
H -3.0760 5.9760 -0.0164 0.391
H 1.0451 -2.3396 2.6745 0.464
H 2.6807 -1.6563 2.5258 0.594
H 1.0137 -2.9294 0.3511 -0.156
H 2.2675 -1.7965 -0.0406 0.419
H 3.9925 -3.2307 0.4469 0.597
H 3.1538 -3.9188 1.8503 0.577
H -0.9979 -4.1538 -0.1588 -0.265
H -0.4202 -6.4887 0.0620 -0.070
H -0.9425 -4.8241 -3.1022 0.296
H -2.2060 -5.8417 -2.3441 0.424
H -0.5029 -7.8031 -2.5115 0.428
H 0.5244 -7.6600 -4.4701 0.282
H 1.1507 -5.7326 2.3891 0.368
H 3.8639 -7.6754 -2.4606 0.360
H 6.1997 -5.0110 -2.2287 0.385
In 5.5504 -6.5420 0.1394 0.541
```

Its HOMO energy is -0.5804 Ha. Its net charge is +3. The value obtained for the frontier orbital gap is 1.788 eV.


Density functional theory data (the ωB97M-V functional and the def2-TZVPD basis) for a molecular structure, C22H49EuN2P3S2 at a distorted geometry.

Structure (XYZ):
```
79
Properties=species:S:1:pos:R:3:mulliken_charge:R:1
Eu -0.0418 0.4830 -0.2621 0.400
P 0.0239 -1.5152 -2.2003 0.893
P 2.6418 -0.0164 -0.0082 1.103
P -2.7165 0.5355 -0.3577 0.973
H 1.2687 2.7317 -0.5567 0.556
C 0.3122 2.8307 0.0185 -0.724
C 0.1725 2.4631 1.2887 -0.571
H 0.9974 2.0693 1.9085 0.182
C 0.2250 -0.5096 -3.7209 -1.260
C 1.3464 -2.7670 -2.2491 -1.138
C -1.4963 -2.4867 -2.4679 -1.201
C 3.3384 1.2215 1.1428 -1.425
C 3.6344 -1.4900 0.3572 -1.049
C 3.2297 0.5494 -1.6471 -1.393
C -3.2455 1.9229 0.6948 -1.336
C -3.8405 -0.8462 -0.0525 -1.181
C -2.9082 1.1199 -2.0799 -1.205
H -0.5614 2.9463 -0.6851 0.423
H -0.8079 2.2412 1.7558 0.213
H 0.2257 -1.1671 -4.5924 0.452
H 1.1606 0.0679 -3.6943 0.310
H -0.5868 0.2268 -3.8179 0.287
H 1.2467 -3.3588 -3.1615 0.563
H 1.2741 -3.4222 -1.3716 0.203
H 2.3431 -2.3106 -2.2075 0.309
H -1.3761 -3.1129 -3.3541 0.538
H -2.3824 -1.8490 -2.5806 0.361
H -1.6769 -3.1191 -1.5874 0.196
H 4.4259 1.2235 1.0639 0.469
H 3.0548 0.9770 2.1750 0.187
H 2.9409 2.2223 0.9375 0.404
H 4.6450 -1.3792 -0.0311 0.600
H 3.1620 -2.3567 -0.1175 0.161
H 3.6598 -1.7012 1.4283 0.144
H 4.2972 0.7484 -1.5629 0.507
H 2.7235 1.4701 -1.9677 0.287
H 3.0595 -0.1904 -2.4354 0.353
H -4.2839 2.1927 0.5245 0.488
H -2.5998 2.8009 0.5436 0.217
H -3.0989 1.6449 1.7502 0.381
H -4.8584 -0.5763 -0.3161 0.447
H -3.7814 -1.1305 1.0086 0.377
H -3.5217 -1.7359 -0.6134 0.257
H -3.9110 1.5072 -2.2442 0.451
H -2.6870 0.3439 -2.8270 0.219
H -2.1916 1.9319 -2.2926 0.317
C -4.0796 6.0858 -2.0091 1.047
C -4.1257 6.7135 -3.2676 -0.406
C -3.8140 8.0693 -3.3765 -0.572
C -3.4648 8.8067 -2.2386 -0.352
C -3.4288 8.1868 -0.9837 -0.509
C -3.7395 6.8321 -0.8642 -0.408
S -4.4262 4.3791 -1.8304 -0.010
H -4.6855 4.0781 -3.1223 0.242
H -4.4022 6.1106 -4.1308 0.305
H -3.8421 8.5538 -4.3515 0.408
H -3.2208 9.8660 -2.3280 0.425
H -3.1590 8.7507 -0.0920 0.411
H -3.7228 6.3218 0.0987 0.402
C -0.3951 -4.2431 1.1423 -0.843
N 0.7842 -4.0969 2.0097 0.143
C 1.2228 -5.2674 2.7742 -0.985
C 1.1521 -2.8459 2.3183 0.171
S 0.3151 -1.5775 1.4729 -0.180
N 2.0404 -2.5565 3.3010 0.177
C 3.2561 -3.2797 3.6793 -1.127
C 1.8936 -1.2653 3.9898 -0.998
H -0.7656 -5.2865 1.2481 0.411
H -0.1506 -4.0316 0.0988 -0.009
H -1.1697 -3.5416 1.4624 0.370
H 2.1960 -5.6364 2.4661 0.336
H 1.2179 -5.0972 3.8371 0.395
H 0.4904 -6.0916 2.5566 0.346
H 4.0988 -2.5722 3.7479 0.403
H 3.1758 -3.7317 4.6734 0.356
H 3.5553 -4.0480 2.9608 0.367
H 2.8089 -0.6629 3.8808 0.296
H 1.0576 -0.7467 3.4835 0.283
H 1.6542 -1.4240 5.0547 0.359
```

The relative energy (zero: lowest compared OMol25 entry of this formula, charge and spin) is 49.0 kcal per mole. Its HOMO energy (spin up / spin down) is -0.5466 / -0.5293 Ha. The spin multiplicity is 7. Its net charge is +3. The value obtained for the frontier orbital gap (spin up / spin down) is 7.251 / 2.938 eV.


Density functional theory data (the ωB97M-V functional and the def2-TZVPD basis) for a molecular structure, C22H49N2P3SSeY at a distorted geometry.

Structure (XYZ):
```
79
Properties=species:S:1:pos:R:3:mulliken_charge:R:1
Y 0.6828 0.2986 -1.1800 -0.463
P -1.5038 1.7080 -1.9921 1.423
P -0.8326 0.0780 1.7337 0.777
P -0.6037 -2.1947 -1.0242 1.354
H 2.9035 0.8637 -3.7936 0.309
C 2.0819 0.1541 -3.7205 -0.556
C 1.9268 -0.6822 -2.6704 0.904
H 2.6419 -0.8205 -1.8065 0.134
C -1.0889 3.4700 -2.1878 -1.264
C -3.1126 1.6695 -1.1507 -1.183
C -1.7854 1.1204 -3.6953 -1.172
C -0.1646 -0.5929 3.3205 -1.226
C -0.8555 1.8530 2.2134 0.051
C -2.6038 -0.3243 2.0782 -1.431
C -0.0673 -3.3696 -2.3413 -1.428
C -2.4016 -2.0864 -1.3563 -1.201
C -0.5028 -3.2942 0.4342 -1.014
H 1.5200 0.0010 -4.6465 0.319
H 1.1421 -1.4770 -2.6646 -0.692
H -0.0154 3.6102 -2.4007 0.324
H -1.3631 4.0051 -1.2660 0.309
H -1.6898 3.8155 -3.0377 0.545
H -2.9834 2.0986 -0.1417 0.286
H -3.4750 0.6280 -1.1183 0.317
H -3.7694 2.2986 -1.7675 0.506
H -0.8563 0.8243 -4.2099 0.295
H -2.2141 1.9813 -4.2215 0.487
H -2.4947 0.2812 -3.6974 0.384
H -0.8615 -0.4184 4.1559 0.448
H 0.8030 -0.1310 3.5540 0.262
H -0.0068 -1.6741 3.2269 0.363
H -1.4488 1.9976 3.1284 0.554
H -1.3042 2.4456 1.4078 -0.139
H 0.1776 2.2006 2.3631 -0.526
H -2.8470 -0.0347 3.1118 0.536
H -2.7808 -1.4025 1.9712 0.433
H -3.2717 0.2117 1.3933 0.309
H -0.7004 -4.2647 -2.3057 0.484
H 0.9818 -3.6650 -2.2081 0.378
H -0.1564 -2.9155 -3.3344 0.513
H -2.7829 -3.0992 -1.5467 0.522
H -2.5915 -1.4565 -2.2379 0.271
H -2.9157 -1.6619 -0.4836 0.172
H -0.8358 -4.3058 0.1553 0.532
H -1.1020 -2.9058 1.2683 0.328
H 0.5327 -3.4100 0.7751 0.021
C 3.8606 -2.8277 -0.0245 0.555
C 4.6559 -2.5007 -1.1260 -0.825
C 4.9478 -3.4464 -2.0899 -0.604
C 4.3657 -4.7114 -2.0183 -0.535
C 3.4622 -4.9915 -0.9927 -0.712
C 3.1782 -4.0720 0.0133 -0.268
Se 4.0116 -1.5114 1.3716 -0.061
H 3.2099 -2.5621 2.0748 0.157
H 5.0212 -1.4778 -1.2257 0.525
H 5.6161 -3.1744 -2.9078 0.417
H 4.6405 -5.4795 -2.7408 0.437
H 2.9937 -5.9773 -0.9736 0.438
H 2.4452 -4.2912 0.7990 0.543
C 2.3246 3.1011 4.2300 -1.001
C 2.9125 3.4465 2.8770 -0.661
N 2.2619 2.6537 1.7897 0.117
C 2.1012 3.1839 0.5414 0.291
S 2.4665 2.2937 -0.8675 -0.434
N 1.7105 4.4813 0.4407 -0.127
C 0.6039 4.9898 1.2940 0.319
C 0.4368 6.4809 1.0767 -1.373
H 1.2348 3.2451 4.2660 0.235
H 2.7529 3.7599 4.9928 0.390
H 2.5727 2.0753 4.5345 0.313
H 2.7879 4.5070 2.6490 0.422
H 3.9917 3.2313 2.8583 0.433
H 2.5918 1.6814 1.7835 -0.072
H 1.6429 4.8013 -0.5313 0.426
H -0.3291 4.4416 1.0682 -0.229
H 0.8409 4.7644 2.3391 0.196
H 0.0311 6.6862 0.0787 0.350
H -0.2796 6.8591 1.8126 0.411
H 1.3927 7.0035 1.2123 0.371
```

The relative energy (zero: lowest compared OMol25 entry of this formula, charge and spin) is 0.0 kcal per mole. Its HOMO energy is -0.5703 Ha. Its net charge is +3. The value obtained for the frontier orbital gap is 5.471 eV.


Density functional theory data (the ωB97M-V functional and the def2-TZVPD basis) for a molecular structure, C22H49NPtSSbSi4.

Structure (XYZ):
```
79
Properties=species:S:1:pos:R:3:mulliken_charge:R:1
Pt -0.7718 0.5834 0.0069 1.544
C -2.1370 -3.8920 -3.1074 -1.045
Si -3.7617 -2.9770 -3.0681 0.122
C -4.3493 -2.6350 -4.8100 -1.060
C -5.0450 -3.9498 -2.1171 -1.060
C -3.6496 -1.2764 -2.2093 0.532
C -4.7998 -0.4887 -2.1940 -0.213
C -4.8342 0.7791 -1.6243 -1.145
C -3.6856 1.2560 -1.0325 -0.229
N -2.5749 0.5199 -1.0199 -0.471
C -2.5315 -0.7094 -1.6007 0.221
S -0.9041 -1.3582 -1.3841 -0.601
H -2.2896 -4.8204 -3.6642 0.395
H -1.7817 -4.1514 -2.1102 0.290
H -1.3541 -3.3246 -3.6114 0.307
H -4.4607 -3.5706 -5.3617 0.342
H -3.6331 -2.0129 -5.3501 0.334
H -5.3153 -2.1272 -4.8286 0.343
H -5.1745 -4.9412 -2.5559 0.345
H -6.0194 -3.4574 -2.1262 0.343
H -4.7450 -4.0828 -1.0759 0.327
H -5.7099 -0.8676 -2.6469 0.333
H -5.7303 1.3817 -1.6411 0.421
H -3.6248 2.2372 -0.5805 0.549
C 4.6297 -1.7303 0.2111 -0.922
Si 2.8079 -2.0240 0.4962 0.607
C 2.0028 -2.9974 -0.8744 -0.825
C 2.5076 -2.8379 2.1518 -1.111
Sb 1.7395 0.2999 0.6271 -1.357
Si 2.9088 1.7790 2.3649 0.909
C 4.7525 1.5014 2.2185 -1.212
C 2.3840 1.2886 4.0996 -1.125
C 2.4376 3.5421 1.9666 -0.956
Si 2.4697 1.5698 -1.5213 0.472
C 1.9292 0.4950 -2.9522 -0.892
C 4.3136 1.8834 -1.6489 -1.113
C 1.5877 3.2267 -1.5575 -1.056
H 5.0674 -2.7092 -0.0105 0.402
H 5.1277 -1.3405 1.0994 0.286
H 4.8496 -1.0741 -0.6302 0.197
H 2.3126 -4.0421 -0.7864 0.439
H 2.2962 -2.6455 -1.8641 0.316
H 0.9156 -2.9655 -0.8108 0.079
H 2.9763 -3.8243 2.1801 0.392
H 1.4396 -2.9685 2.3358 0.329
H 2.9258 -2.2491 2.9705 0.305
H 5.0511 0.6072 2.7686 0.348
H 5.2694 2.3525 2.6692 0.424
H 5.1062 1.3982 1.1943 0.301
H 2.2318 0.2115 4.1887 0.305
H 1.4692 1.7852 4.4217 0.292
H 3.1713 1.5679 4.8044 0.438
H 2.7992 3.8292 0.9804 0.176
H 2.8875 4.2172 2.6987 0.474
H 1.3585 3.7035 1.9800 0.232
H 2.4587 -0.4595 -2.9658 0.224
H 2.1558 1.0138 -3.8879 0.421
H 0.8600 0.2822 -2.9279 0.185
H 4.8844 0.9842 -1.8823 0.348
H 4.7311 2.3353 -0.7496 0.262
H 4.4730 2.5913 -2.4670 0.414
H 0.6420 3.2329 -1.0154 0.196
H 1.3809 3.4728 -2.6022 0.427
H 2.2248 4.0154 -1.1570 0.402
C -1.3405 0.2191 3.2213 -1.587
C -1.7339 1.5871 2.6801 2.889
C -3.2735 1.6550 2.5187 -1.904
C -1.2922 2.7178 3.6242 -1.684
C -1.2372 1.8769 1.3048 -1.492
H -1.8368 0.0385 4.1765 0.530
H -0.2654 0.1490 3.3816 0.177
H -1.6295 -0.5744 2.5303 0.309
H -3.7205 1.5401 3.5069 0.499
H -3.6395 0.8501 1.8807 0.348
H -3.6024 2.6116 2.1095 0.410
H -1.6847 2.5236 4.6236 0.445
H -1.6710 3.6860 3.2937 0.433
H -0.2077 2.7787 3.7011 0.112
H -1.5190 2.9084 1.0441 0.559
```

Its HOMO energy is -0.3882 Ha. Its net charge is +1. The value obtained for the frontier orbital gap is 7.006 eV.


Density functional theory data (the ωB97M-V functional and the def2-TZVPD basis) for a molecular structure, C22H50CdP2Si2 at a distorted geometry.

Structure (XYZ):
```
77
Properties=species:S:1:pos:R:3:mulliken_charge:R:1
P 0.8258 2.9700 -3.0907 1.674
P -1.0537 -0.2140 -1.9384 1.358
C -0.3930 1.9144 -3.9604 -0.904
C -1.5295 1.1252 -3.2056 -1.752
H 0.1961 1.2201 -4.5979 0.413
H -0.8922 2.5903 -4.6866 0.594
H -2.2005 1.8792 -2.7467 0.457
H -2.0985 0.6225 -4.0273 0.808
C -0.8068 -1.4411 -3.3275 -1.579
H -0.9569 -2.4660 -3.0000 0.461
H 0.2120 -1.3745 -3.7081 0.385
H -1.4757 -1.3021 -4.1842 0.371
C -2.7274 -0.5455 -1.2458 -2.141
H -3.4533 -0.8396 -2.0177 0.399
H -3.1048 0.3544 -0.7001 0.444
H -2.7205 -1.5204 -0.6465 0.664
C 2.2032 3.7017 -4.1814 -1.616
H 2.5287 4.7027 -3.8572 0.338
H 1.7985 3.8211 -5.1929 0.485
H 3.1016 3.0765 -4.2665 0.375
C -0.0753 4.6170 -3.7796 -2.215
H -1.0536 4.7522 -3.2946 0.408
H -0.2180 4.5500 -4.8622 0.530
H 0.5399 5.5048 -3.5862 0.476
Cd -1.8396 -0.7634 0.8168 1.047
C 1.1672 0.7471 -1.8100 -1.553
C 2.0632 1.5433 -2.6086 -0.215
C 3.3175 1.7652 -1.7453 -1.113
C 3.0879 2.9998 -0.8535 -0.447
C 2.1067 3.9577 -1.3633 -1.314
C 0.6731 3.7601 -1.4937 -0.021
C -0.0499 2.6490 -0.6207 -1.083
C 0.7604 1.3356 -0.4827 1.436
C -0.8273 0.3220 2.2794 -1.037
H 1.4269 -0.3152 -1.6755 0.514
H 2.3186 1.0344 -3.5536 0.734
H 4.1895 1.8874 -2.4356 0.438
H 3.4350 0.8691 -1.1142 0.392
H 2.8287 2.7529 0.2056 0.241
H 4.1219 3.3654 -0.6838 0.489
H 2.4658 4.9647 -1.5445 0.454
H 0.1128 4.6988 -1.4785 0.910
H -1.0403 2.4873 -1.0711 -0.020
H -0.3100 2.9946 0.3940 0.765
H 1.6636 1.4482 0.1324 0.607
H 0.1916 0.7001 0.2130 -1.727
H -1.1537 0.0476 3.2891 0.500
H -0.6271 1.3498 2.0873 0.280
H 0.1787 -0.1469 2.1435 -0.101
C -3.2892 -2.6560 2.9542 -0.905
Si -1.7414 -3.4594 2.1936 0.182
C -1.6302 -5.1295 3.0907 -1.275
C -1.9390 -3.9501 0.3745 -1.216
C -0.2848 -2.3961 2.3628 -0.495
Si 0.6030 -2.1985 3.9986 0.311
C 1.4606 -3.7653 4.5897 -1.306
C 2.0064 -0.9343 3.9435 -1.214
C -0.5303 -1.7876 5.4531 -1.144
H -4.0868 -3.4140 3.0070 0.342
H -3.7078 -1.8056 2.3866 0.284
H -3.0991 -2.2884 3.9739 0.235
H -2.6361 -5.5436 3.2511 0.359
H -1.0846 -5.8563 2.4740 0.306
H -1.1448 -5.0940 4.0729 0.305
H -1.2884 -3.3745 -0.2993 0.242
H -1.6401 -5.0064 0.2818 0.400
H -2.9808 -3.8674 0.0331 0.366
H 0.4103 -2.2214 1.5153 0.614
H 2.5184 -3.7453 4.3043 0.347
H 1.4352 -3.8183 5.6848 0.369
H 1.0267 -4.6924 4.2078 0.333
H 1.6651 0.0933 4.1173 0.351
H 2.7098 -1.1803 4.7548 0.329
H 2.5675 -0.9589 3.0004 0.292
H -0.6102 -0.7036 5.6075 0.306
H -1.5440 -2.1998 5.3771 0.249
H -0.0731 -2.1996 6.3670 0.428
```

The relative energy (zero: lowest compared OMol25 entry of this formula, charge and spin) is 77.9 kcal per mole. Its HOMO energy (spin up / spin down) is -0.2188 / -0.2187 Ha. Its net charge is 0. The value obtained for the frontier orbital gap (spin up / spin down) is 6.004 / 5.383 eV.